Entry from OMol25: C49H98ClCsF9N6O14PS as an isolated structure in a non-equilibrium geometry (the ωB97M-V functional and the def2-TZVPD basis).

XYZ file:
```
180
Properties=species:S:1:pos:R:3:lowdin_charge:R:1
C -0.097 3.507 0.318 -0.16
C -0.265 2.454 -0.925 -0.23
C 0.716 1.106 -0.793 -0.26
C 0.382 0.227 -2.179 -0.21
C -1.122 -0.338 -2.209 -0.14
C -1.520 -1.864 -2.507 -0.19
C -1.266 -2.641 -1.044 -0.12
C 0.272 -2.706 -0.512 -0.16
C 0.338 -2.106 1.049 -0.18
C 1.847 -1.865 1.612 -0.32
N 2.958 -1.894 0.596 0.01
C 4.210 -2.586 1.101 -0.26
C 5.086 -3.463 0.012 -0.03
O 4.680 -2.533 2.355 -0.05
C -3.200 -1.827 -2.601 -0.44
O -3.802 -1.046 -1.464 -0.56
P -4.092 -3.484 -2.532 0.84
N -4.477 -4.147 -3.995 -0.28
C -3.772 -1.019 -3.920 -0.20
C -5.416 -1.054 -4.090 -0.41
O -6.058 -0.875 -5.281 -0.13
O -6.396 -1.158 -2.961 -0.28
S -2.812 -1.652 -5.394 0.84
O -2.194 -0.429 -6.108 -0.37
O -3.731 -2.294 -6.517 -0.34
O -1.839 -2.892 -4.906 -0.24
C -0.894 -2.668 -3.800 -0.30
C 0.293 -1.838 -4.641 -0.08
C 0.499 -2.351 -6.191 -0.14
C 2.080 -2.043 -6.648 -0.38
C 2.576 -0.521 -6.231 -0.11
C 3.124 -3.234 -6.233 -0.12
N -0.441 -4.002 -3.344 0.04
C 0.948 -4.447 -3.644 -0.23
C 2.333 -4.146 -2.825 -0.04
O 1.096 -5.284 -4.712 -0.02
C -1.264 -5.206 -3.487 -0.31
C -1.276 -6.231 -2.154 -0.05
O -1.893 -5.775 -4.515 0.02
H 0.672 4.355 0.076 0.06
H -1.115 4.063 0.603 0.09
H 0.278 2.921 1.259 -0.07
H -0.036 3.066 -1.922 0.13
H -1.416 2.151 -0.980 0.12
H 0.430 0.542 0.188 -0.03
H 1.825 1.532 -0.796 0.09
H 1.269 -0.493 -2.371 0.08
H 0.480 1.054 -3.039 0.13
H -1.458 -0.140 -1.072 0.11
H -1.751 0.495 -2.794 0.14
H -1.857 -2.096 -0.157 0.11
H -1.657 -3.739 -1.025 0.07
H 1.092 -2.279 -1.211 0.08
H 0.563 -3.857 -0.364 0.11
H -0.133 -2.983 1.710 0.13
H -0.407 -1.192 1.204 0.08
H 2.073 -2.705 2.425 0.15
H 1.850 -0.799 2.146 -0.25
H 3.214 -0.913 0.271 0.14
H 4.931 -3.131 -1.103 0.08
H 6.257 -3.389 0.219 0.10
H 4.841 -4.628 0.057 0.11
H -3.853 -0.075 -1.706 0.04
H -5.390 -3.283 -1.873 0.04
H -3.463 -4.556 -1.818 -0.02
H -5.525 -4.195 -4.095 0.00
H -3.567 0.158 -3.877 0.16
H 1.322 -1.796 -4.094 0.10
H -0.024 -0.690 -4.751 0.13
H 0.234 -3.479 -6.375 0.12
H -0.142 -1.742 -6.989 0.13
H 2.039 -2.040 -7.841 0.13
H 3.089 -0.638 -5.159 0.08
H 1.706 0.258 -6.132 0.09
H 3.433 -0.200 -6.961 0.07
H 3.464 -3.058 -5.128 0.06
H 2.758 -4.319 -6.475 0.08
H 4.100 -3.066 -6.901 0.08
H 2.195 -4.630 -1.746 0.08
H 2.602 -3.016 -2.690 0.08
H 3.246 -4.734 -3.319 0.11
H -2.426 -6.478 -1.986 0.09
H -0.741 -7.213 -2.542 0.10
H -0.758 -5.736 -1.230 0.07
C 5.370 8.017 -0.624 -0.03
C 4.061 8.216 -1.376 -0.31
C 2.813 8.044 -0.495 -0.16
O 2.588 6.654 -0.228 -0.20
C 3.157 6.195 0.998 -0.07
N 3.985 7.183 -2.457 0.22
H 5.554 6.967 -0.376 0.09
H 6.215 8.354 -1.235 0.09
H 5.379 8.596 0.305 0.06
H 4.056 9.198 -1.861 0.15
H 1.942 8.387 -1.063 0.13
H 2.855 8.646 0.419 0.12
H 3.265 6.994 1.738 0.09
H 4.129 5.741 0.793 0.09
H 2.504 5.418 1.407 0.08
H 4.862 7.067 -2.980 0.18
H 3.230 7.387 -3.122 0.18
H 3.736 6.280 -2.019 0.17
C 5.879 10.754 4.071 -0.10
C 5.909 9.270 3.668 -0.74
C 7.357 8.756 3.733 -0.10
O 5.504 9.182 2.413 -0.31
H 6.497 11.381 3.414 0.07
H 4.857 11.154 4.053 0.03
H 6.259 10.879 5.092 0.06
H 5.364 8.734 4.457 0.10
H 8.030 9.308 3.064 0.07
H 7.418 7.693 3.468 0.06
H 7.752 8.861 4.751 0.06
C -6.283 -2.125 6.356 -0.11
C -7.125 -2.070 5.090 -0.27
C -6.535 -2.844 3.911 -0.19
C -5.099 -2.543 3.467 -0.10
N -4.826 -1.159 2.834 -0.19
C -4.779 0.002 3.830 -0.08
C -3.390 -0.069 4.421 -0.17
C -2.521 -0.353 3.217 -0.19
C -3.378 -1.170 2.256 -0.20
C -5.821 -0.868 1.720 -0.27
H -5.251 -1.815 6.187 0.05
H -6.705 -1.460 7.116 0.08
H -6.268 -3.140 6.766 0.08
H -7.324 -1.035 4.803 0.09
H -8.111 -2.495 5.320 0.11
H -7.218 -2.760 3.059 0.11
H -6.559 -3.908 4.185 0.12
H -4.847 -3.273 2.689 0.13
H -4.381 -2.684 4.283 0.12
H -4.910 0.933 3.264 0.15
H -5.568 -0.077 4.569 0.10
H -3.310 -0.880 5.152 0.10
H -3.108 0.860 4.926 0.12
H -1.604 -0.881 3.494 0.10
H -2.223 0.586 2.735 0.11
H -3.034 -2.205 2.168 0.12
H -3.393 -0.712 1.261 -0.09
H -6.812 -0.737 2.161 0.09
H -5.806 -1.707 1.018 0.08
H -5.522 0.055 1.213 -0.11
Cs 1.454 0.990 2.467 1.29
Cl -4.496 -0.314 0.090 0.68
F 2.958 1.124 -2.367 -0.72
O 6.618 -2.623 4.390 -0.08
H 6.058 -2.816 3.623 -0.02
H 7.520 -2.665 4.039 0.03
C 2.391 11.307 2.110 0.03
C 2.209 12.448 3.062 -0.45
O 2.889 13.453 3.113 0.17
N 1.224 12.393 4.076 0.07
C 0.114 13.349 3.852 0.04
H 3.169 11.558 1.383 0.11
H 2.693 10.415 2.663 0.10
H 1.456 11.119 1.577 0.10
H 0.887 11.438 4.205 0.20
H 1.725 12.742 4.901 0.20
H -0.577 13.245 4.692 0.12
H -0.386 13.088 2.915 0.12
H 0.515 14.365 3.820 0.12
C -2.538 -10.548 -0.308 -0.05
C -2.403 -9.323 0.608 -0.43
C -1.007 -8.713 0.663 -0.29
F -0.086 -9.580 1.143 0.08
F -0.986 -7.638 1.496 0.08
F -2.853 -9.642 1.851 0.12
F -3.266 -8.368 0.136 0.10
O -2.476 -11.824 0.335 0.03
C -1.162 -12.333 0.558 -0.48
C -0.829 -12.488 2.047 -0.27
F -0.911 -11.302 2.703 0.09
F 0.441 -12.940 2.221 0.09
F -0.266 -11.565 -0.106 0.12
F -1.131 -13.552 -0.049 0.14
H -3.549 -10.509 -0.730 0.15
H -1.877 -10.496 -1.181 0.15
H -0.683 -8.372 -0.324 0.15
H -1.514 -13.187 2.532 0.17
```

Output
- HOMO-LUMO gap (eV) = 1.88
- lowest unoccupied orbital energy (eV) = -2.677
- 2S+1 = 1
- max |F| (eV/A) = 10.1
- HOMO level (eV) = -4.5527